1.
Density functional theory data (wB97M-V/def2-TZVPD) for a 4-piece molecular cluster, C12H31B5N2O15 overall.

Each line ends with the natural charge from an NBO analysis.
Atoms and positions in Å:
N1 -5.38 -0.12 5.35  -0.8230
C1 -5.65 -0.49 3.96  -0.1919
C2 -5.00 0.44 2.89  -0.8133
B1 -3.59 -0.06 2.44  1.1956
O1 -3.35 -0.64 1.20  -0.9090
B2 -2.25 -0.09 0.54  1.2009
C3 -2.32 0.46 -0.91  -1.1665
B3 -2.24 2.02 -0.78  1.1385
O2 -3.40 2.75 -0.60  -0.9090
O3 -1.01 2.64 -0.79  -0.8848
O4 -1.11 0.08 1.32  -0.9109
B4 -1.33 0.57 2.60  0.8724
B5 -0.46 1.88 3.26  0.7872
N2 -0.93 3.20 2.79  -1.1542
O5 0.53 1.73 4.19  -0.8589
O6 -2.47 0.12 3.25  -0.9071
H1 -5.65 0.84 5.51  0.3442
H2 -4.38 -0.16 5.53  0.3543
H3 -5.29 -1.51 3.84  0.1840
H4 -6.73 -0.51 3.82  0.1925
H5 -4.88 1.43 3.34  0.2291
H6 -5.66 0.55 2.03  0.2385
H7 -3.28 0.17 -1.35  0.2677
H8 -1.49 0.11 -1.52  0.2844
H9 -3.32 3.48 0.01  0.4927
H10 -1.07 3.59 -0.87  0.4845
H11 -1.02 3.90 3.52  0.3756
H12 -0.36 3.59 2.05  0.3969
H13 0.83 2.55 4.59  0.4848
C4 4.60 -1.62 -2.27  -0.2545
O7 3.86 -2.40 -1.33  -0.4944
C5 2.72 -1.84 -0.93  0.9778
O8 2.32 -0.76 -1.28  -0.6463
O9 2.12 -2.66 -0.08  -0.4940
C6 0.88 -2.17 0.44  -0.2567
H14 5.50 -2.19 -2.49  0.1958
H15 4.03 -1.46 -3.18  0.1920
H16 4.86 -0.65 -1.84  0.1907
H17 0.17 -1.99 -0.38  0.1935
H18 1.03 -1.24 0.99  0.2041
H19 0.51 -2.95 1.09  0.1920
C7 -4.06 -3.89 -4.60  -0.2552
O10 -4.43 -3.93 -3.22  -0.4930
C8 -3.41 -3.74 -2.38  0.9778
O11 -2.26 -3.56 -2.70  -0.6472
O12 -3.88 -3.80 -1.13  -0.4909
C9 -2.87 -3.62 -0.13  -0.2453
H20 -4.99 -4.05 -5.15  0.1958
H21 -3.63 -2.92 -4.86  0.1933
H22 -3.34 -4.67 -4.83  0.1932
H23 -2.38 -2.66 -0.26  0.1850
H24 -2.13 -4.41 -0.19  0.1905
H25 -3.39 -3.65 0.82  0.2001
C10 9.44 3.06 -3.09  -0.2553
O13 8.68 2.28 -2.16  -0.4941
C11 7.54 2.86 -1.77  0.9773
O14 7.13 3.93 -2.14  -0.6449
O15 6.93 2.04 -0.91  -0.4950
C12 5.67 2.53 -0.42  -0.2568
H26 10.32 2.47 -3.30  0.1962
H27 8.87 3.24 -4.00  0.1933
H28 9.72 4.02 -2.65  0.1932
H29 4.97 2.67 -1.24  0.1966
H30 5.81 3.48 0.10  0.1917
H31 5.31 1.77 0.26  0.1985

Summary:
- DFT total energy: -50033.596 eV
- HOMO-LUMO gap: 9.3 eV
- Structure (SMILES): NCCB1OB(CB(O)O)OB(B(N)O)O1.COC(=O)OC.COC(=O)OC.COC(=O)OC
- Lowest unoccupied orbital energy: 0.0005 Ha
- Highest occupied orbital energy: -0.3412 Eh

=====

2.
Density functional theory data (wB97M-V/def2-TZVPD) for C12H31CdN10 as an isolated structure.

Each line ends with the natural charge from an NBO analysis.
Atoms and positions in Å:
Cd1 -0.16 0.70 -0.64  1.6680
N1 -0.13 -1.60 -1.00  -0.9572
C1 1.19 -2.03 -1.47  -0.2338
C2 2.28 -1.38 -0.62  -0.2376
N2 2.25 0.08 -0.71  -0.5295
C3 2.87 0.73 0.46  -0.2392
C4 2.10 0.52 1.75  -0.2412
N3 0.69 0.96 1.63  -0.9234
C5 2.85 0.56 -1.97  -0.2351
C6 2.08 1.71 -2.58  -0.2397
N4 0.69 1.29 -2.86  -0.9065
H1 -0.34 -2.02 -0.09  0.4375
H2 -0.86 -1.89 -1.63  0.3925
H3 1.30 -1.74 -2.52  0.1909
H4 1.31 -3.11 -1.43  0.2062
H5 3.26 -1.78 -0.91  0.2042
H6 2.11 -1.68 0.41  0.2078
H7 2.91 1.81 0.26  0.2270
H8 3.90 0.39 0.59  0.2028
H9 2.61 1.09 2.53  0.2464
H10 2.11 -0.53 2.05  0.1841
H11 0.68 1.97 1.78  0.4065
H12 0.16 0.56 2.39  0.3838
H13 2.88 -0.27 -2.68  0.1997
H14 3.89 0.86 -1.80  0.2158
H15 2.59 2.04 -3.49  0.2077
H16 2.04 2.55 -1.89  0.2175
H17 0.67 0.62 -3.62  0.3763
H18 0.15 2.10 -3.16  0.4014
N5 -0.57 -2.64 1.85  -0.8596
C7 -1.78 -1.95 2.33  -0.2221
C8 -3.00 -2.35 1.51  -0.2394
N6 -2.97 -1.87 0.13  -0.6493
C9 -3.94 -0.81 -0.15  -0.2259
C10 -3.55 0.55 0.41  -0.2318
N7 -2.47 1.19 -0.36  -0.9166
H19 0.21 -2.44 2.46  0.3681
H20 -0.71 -3.64 1.91  0.3696
H21 -1.99 -2.16 3.39  0.1915
H22 -1.62 -0.87 2.23  0.1735
H23 -3.07 -3.44 1.52  0.2016
H24 -3.90 -1.98 2.03  0.1954
H25 -3.16 -2.64 -0.49  0.3710
H26 -4.06 -0.73 -1.23  0.1984
H27 -4.93 -1.06 0.25  0.1888
H28 -4.44 1.18 0.40  0.2026
H29 -3.24 0.46 1.45  0.1953
H30 -2.80 1.36 -1.30  0.3809
H31 -2.28 2.12 0.01  0.4128
N8 2.53 3.67 2.24  -0.4911
C11 2.00 4.11 1.31  0.4323
N9 1.40 4.61 0.23  -0.6607
C12 0.53 3.79 -0.24  0.5752
N10 -0.26 3.04 -0.66  -0.7936

Summary:
- DFT total energy: -32408.215 eV
- HOMO-LUMO gap: 9.0 eV
- Relative energy (zero: lowest compared OMol25 entry of this formula, charge and spin): 1.0 kcal per mole
- Net charge: +1
- Lowest unoccupied orbital energy: -0.0848 Ha
- Highest occupied orbital energy: -0.4145 Eh

=====

3.
Density functional theory data (wB97M-V/def2-TZVPD) for a 7-piece molecular cluster, C12H31F6N8O9 overall.

Each line ends with the natural charge from an NBO analysis.
Atoms and positions in Å:
O1 0.18 -0.37 -0.87  -0.7480
H1 0.55 -1.13 -0.42  0.5843
H2 0.50 0.47 -0.54  0.5692
H3 -0.77 -0.33 -0.69  0.5776
C1 -5.16 0.29 -1.85  0.2593
O2 -4.30 1.38 -1.91  -0.5381
O3 -4.52 -0.52 -0.81  -0.9325
C2 -6.65 0.71 -1.51  0.9116
F1 -7.17 0.04 -0.48  -0.3391
F2 -6.99 1.95 -1.16  -0.3391
F3 -7.49 0.29 -2.46  -0.3543
C3 -4.48 2.29 -3.03  -0.0857
C4 -3.92 1.80 -4.28  -0.6438
H4 -2.88 1.88 -3.98  0.1978
H5 -4.18 0.77 -4.51  0.2165
H6 -4.05 2.38 -5.19  0.2041
H7 -4.05 3.23 -2.68  0.1677
H8 -5.49 2.64 -3.23  0.1556
H9 -5.00 -0.27 -2.77  0.1310
C5 2.08 -2.86 3.91  0.2645
O4 3.03 -1.77 3.71  -0.5780
O5 1.34 -2.98 2.70  -0.9502
C6 2.64 -4.15 4.52  0.9200
F4 1.80 -4.88 5.32  -0.3542
F5 2.94 -5.10 3.58  -0.3553
F6 3.74 -4.03 5.21  -0.3266
C7 4.20 -1.86 2.84  -0.0727
C8 4.55 -0.38 2.57  -0.6261
H10 5.57 -0.16 2.25  0.1885
H11 3.98 0.20 1.84  0.1966
H12 4.49 0.16 3.52  0.2175
H13 3.98 -2.43 1.93  0.1778
H14 4.97 -2.44 3.34  0.1608
H15 1.36 -2.46 4.62  0.1453
C9 4.66 1.79 -3.35  0.7473
O6 4.03 2.78 -3.10  -0.6526
N1 4.20 0.73 -3.95  -0.8183
N2 5.92 1.58 -3.01  -0.8654
H16 3.27 0.84 -4.33  0.4114
H17 4.96 0.11 -4.16  0.3945
H18 6.63 1.31 -3.68  0.3861
H19 6.24 2.27 -2.35  0.3972
C10 -0.12 4.97 0.68  0.7479
O7 0.19 3.82 0.95  -0.6793
N3 -1.32 5.45 0.57  -0.8193
N4 0.72 5.96 0.60  -0.8206
H20 -1.48 6.44 0.59  0.3772
H21 -2.09 4.84 0.35  0.4160
H22 0.36 6.89 0.72  0.3703
H23 1.72 5.88 0.51  0.4080
C11 2.74 -5.88 -2.44  0.7323
O8 1.72 -5.17 -2.47  -0.7103
N5 3.37 -6.10 -1.31  -0.8359
N6 3.11 -6.51 -3.47  -0.8055
H24 4.30 -6.48 -1.28  0.3817
H25 2.91 -5.61 -0.55  0.4402
H26 3.89 -7.04 -3.10  0.3723
H27 2.86 -6.26 -4.41  0.4244
C12 -4.61 1.73 4.48  0.7535
O9 -4.44 2.63 5.28  -0.6922
N7 -5.75 1.13 4.08  -0.8566
N8 -3.69 1.12 3.91  -0.7974
H28 -5.82 0.39 3.39  0.4023
H29 -6.51 1.79 4.18  0.3859
H30 -3.95 0.66 3.05  0.4004
H31 -2.81 1.59 4.11  0.4023

Summary:
- DFT total energy: -59595.037 eV
- HOMO-LUMO gap: 5.0 eV
- Relative energy (zero: lowest compared OMol25 entry of this formula, charge and spin): 240.4 kcal per mole
- Net charge: -1
- Lowest unoccupied orbital energy: 0.0322 Ha
- Highest occupied orbital energy: -0.1506 Eh

=====

Look up the HOMO-LUMO gap of the second one.
9.0 eV

=====

Among the records above, which one has the highest highest occupied orbital energy?
C12H31F6N8O9

=====

Number 3 is which compound?
C12H31F6N8O9

=====

Copy entry 3 word for word.
Density functional theory data (wB97M-V/def2-TZVPD) for a 7-piece molecular cluster, C12H31F6N8O9 overall.

Each line ends with the natural charge from an NBO analysis.
Atoms and positions in Å:
O1 0.18 -0.37 -0.87  -0.7480
H1 0.55 -1.13 -0.42  0.5843
H2 0.50 0.47 -0.54  0.5692
H3 -0.77 -0.33 -0.69  0.5776
C1 -5.16 0.29 -1.85  0.2593
O2 -4.30 1.38 -1.91  -0.5381
O3 -4.52 -0.52 -0.81  -0.9325
C2 -6.65 0.71 -1.51  0.9116
F1 -7.17 0.04 -0.48  -0.3391
F2 -6.99 1.95 -1.16  -0.3391
F3 -7.49 0.29 -2.46  -0.3543
C3 -4.48 2.29 -3.03  -0.0857
C4 -3.92 1.80 -4.28  -0.6438
H4 -2.88 1.88 -3.98  0.1978
H5 -4.18 0.77 -4.51  0.2165
H6 -4.05 2.38 -5.19  0.2041
H7 -4.05 3.23 -2.68  0.1677
H8 -5.49 2.64 -3.23  0.1556
H9 -5.00 -0.27 -2.77  0.1310
C5 2.08 -2.86 3.91  0.2645
O4 3.03 -1.77 3.71  -0.5780
O5 1.34 -2.98 2.70  -0.9502
C6 2.64 -4.15 4.52  0.9200
F4 1.80 -4.88 5.32  -0.3542
F5 2.94 -5.10 3.58  -0.3553
F6 3.74 -4.03 5.21  -0.3266
C7 4.20 -1.86 2.84  -0.0727
C8 4.55 -0.38 2.57  -0.6261
H10 5.57 -0.16 2.25  0.1885
H11 3.98 0.20 1.84  0.1966
H12 4.49 0.16 3.52  0.2175
H13 3.98 -2.43 1.93  0.1778
H14 4.97 -2.44 3.34  0.1608
H15 1.36 -2.46 4.62  0.1453
C9 4.66 1.79 -3.35  0.7473
O6 4.03 2.78 -3.10  -0.6526
N1 4.20 0.73 -3.95  -0.8183
N2 5.92 1.58 -3.01  -0.8654
H16 3.27 0.84 -4.33  0.4114
H17 4.96 0.11 -4.16  0.3945
H18 6.63 1.31 -3.68  0.3861
H19 6.24 2.27 -2.35  0.3972
C10 -0.12 4.97 0.68  0.7479
O7 0.19 3.82 0.95  -0.6793
N3 -1.32 5.45 0.57  -0.8193
N4 0.72 5.96 0.60  -0.8206
H20 -1.48 6.44 0.59  0.3772
H21 -2.09 4.84 0.35  0.4160
H22 0.36 6.89 0.72  0.3703
H23 1.72 5.88 0.51  0.4080
C11 2.74 -5.88 -2.44  0.7323
O8 1.72 -5.17 -2.47  -0.7103
N5 3.37 -6.10 -1.31  -0.8359
N6 3.11 -6.51 -3.47  -0.8055
H24 4.30 -6.48 -1.28  0.3817
H25 2.91 -5.61 -0.55  0.4402
H26 3.89 -7.04 -3.10  0.3723
H27 2.86 -6.26 -4.41  0.4244
C12 -4.61 1.73 4.48  0.7535
O9 -4.44 2.63 5.28  -0.6922
N7 -5.75 1.13 4.08  -0.8566
N8 -3.69 1.12 3.91  -0.7974
H28 -5.82 0.39 3.39  0.4023
H29 -6.51 1.79 4.18  0.3859
H30 -3.95 0.66 3.05  0.4004
H31 -2.81 1.59 4.11  0.4023

Summary:
- DFT total energy: -59595.037 eV
- HOMO-LUMO gap: 5.0 eV
- Relative energy (zero: lowest compared OMol25 entry of this formula, charge and spin): 240.4 kcal per mole
- Net charge: -1
- Lowest unoccupied orbital energy: 0.0322 Ha
- Highest occupied orbital energy: -0.1506 Eh